Here is a cluster of 12 separate species, C45H63F27O21 in total from the OMol25 dataset. Energies are from wB97M-V/def2-TZVPD.

Properties
Structure (SMILES): CCOC(=O)C(F)(F)F.CCOC(=O)C(F)(F)F.CCOC(=O)C(F)(F)F.CCOC(=O)C(F)(F)F.CCOC(=O)C(F)(F)F.CCOC(=O)C(F)(F)F.CCOC(=O)C(F)(F)F.CCOC(=O)C(F)(F)F.CCOC(=O)C(F)(F)F.CC(C)=O.CC(C)=O.CC(C)=O
Net charge: 0
E_HOMO (Ha): -0.35175

Element x y z (Å)
C 6.9278 0.5265 -0.6642
C 7.7267 1.5107 -1.5028
O 8.7662 0.8509 -2.2477
C 9.7572 1.5760 -2.7105
O 9.9627 2.7957 -2.5187
C 10.7468 0.7836 -3.6272
F 10.6247 1.3150 -4.8475
F 11.9798 0.9815 -3.2347
F 10.5005 -0.5144 -3.6981
H 6.3611 -0.1578 -1.2955
H 6.2734 1.0505 0.0324
H 7.6055 -0.0408 -0.0262
H 8.1711 2.2475 -0.8338
H 7.0206 1.9907 -2.1804
C 7.4938 -7.3586 1.1987
C 6.4179 -6.7624 0.3105
O 5.2096 -6.3951 1.0447
C 5.1681 -5.2596 1.8566
O 6.1557 -4.5970 2.1991
C 3.8377 -5.0166 2.5378
F 3.5526 -3.7223 2.5087
F 2.7928 -5.6604 1.9418
F 3.9488 -5.3641 3.8492
H 7.1446 -8.2247 1.7609
H 7.8184 -6.5994 1.9102
H 8.3882 -7.5737 0.6139
H 6.0372 -7.4727 -0.4235
H 6.7461 -5.9138 -0.2898
C -3.2146 -5.8096 1.5640
C -4.5996 -6.0076 1.0098
O -5.6272 -5.3662 1.8171
C -5.8485 -4.0234 1.6151
O -5.2542 -3.3442 0.7549
C -6.8873 -3.2961 2.4649
F -6.2184 -2.3690 3.1465
F -7.7682 -2.6530 1.7202
F -7.5684 -4.1156 3.2870
H -2.4432 -6.2856 0.9587
H -3.1206 -6.1817 2.5842
H -2.9068 -4.7660 1.6302
H -4.8620 -7.0651 0.9792
H -4.7294 -5.6286 -0.0039
C 1.5349 -8.9114 -2.6538
C 0.8957 -8.1789 -3.7712
O 0.6017 -6.8578 -3.2388
C -0.3095 -6.0303 -3.7533
O -0.9215 -6.1773 -4.8325
C -0.4499 -4.7572 -2.9365
F -1.4392 -4.8521 -2.0981
F 0.6987 -4.4511 -2.2675
F -0.7292 -3.6951 -3.7422
H 1.4437 -9.9952 -2.7260
H 1.0983 -8.6082 -1.7021
H 2.5705 -8.5799 -2.5788
H 0.0184 -8.7310 -4.1083
H 1.5866 -8.1135 -4.6116
C 6.0922 -0.9777 -7.1685
C 5.3172 -0.7426 -5.8670
O 4.1670 0.1164 -5.9917
C 2.8780 -0.4428 -6.0835
O 2.7163 -1.6837 -6.1432
C 1.7832 0.5771 -6.0866
F 2.2665 1.8331 -6.3542
F 0.8685 0.2458 -7.0227
F 1.2301 0.5990 -4.9100
H 6.2544 0.0013 -7.6195
H 5.5368 -1.6089 -7.8622
H 7.0438 -1.4831 -7.0036
H 5.9718 -0.2479 -5.1495
H 4.9744 -1.6419 -5.3552
C -3.2077 -2.3527 5.7036
C -3.5194 -2.0404 7.1529
O -4.8080 -1.4499 7.2063
C -5.2474 -0.9186 8.4039
O -4.5695 -0.8613 9.4524
C -6.6977 -0.4266 8.4003
F -7.4053 -1.2481 9.1482
F -6.8379 0.7725 8.8435
F -7.2038 -0.4450 7.1377
H -3.7868 -3.2314 5.4196
H -2.2079 -2.7035 5.4478
H -3.4777 -1.5094 5.0681
H -2.7511 -1.3693 7.5367
H -3.5277 -2.8982 7.8253
C -7.1835 1.3519 -1.9723
C -5.8370 0.8734 -2.5679
O -5.3675 1.8945 -3.4964
C -5.7024 1.7167 -4.7945
O -6.4048 0.7925 -5.2855
C -5.0588 2.8202 -5.6639
F -4.3116 3.6536 -4.9560
F -4.3023 2.2037 -6.6125
F -5.9691 3.5544 -6.2302
H -7.1209 2.2631 -1.3774
H -7.6541 0.5477 -1.4066
H -7.9590 1.6513 -2.6773
H -5.9729 -0.1307 -2.9696
H -5.1293 0.8951 -1.7392
C -4.3722 2.2216 4.2949
C -3.4181 3.0570 5.0925
O -2.4025 2.1963 5.5709
C -1.4442 2.7125 6.3561
O -1.5108 3.8319 6.8725
C -0.2759 1.7033 6.5357
F -0.0796 1.4676 7.8548
F -0.5177 0.5772 5.8969
F 0.8314 2.3242 6.0285
H -4.8836 1.4488 4.8688
H -3.8231 1.6970 3.5129
H -5.0710 2.8552 3.7487
H -3.9480 3.6565 5.8328
H -2.8946 3.7121 4.3963
C -2.5222 4.9010 -1.1947
C -3.7825 5.0588 -0.2680
O -5.0462 5.3391 -0.8756
C -5.3200 6.6286 -1.1881
O -4.7018 7.5929 -0.7570
C -6.7072 6.8653 -1.8867
F -7.3136 5.7100 -2.0403
F -7.4980 7.6836 -1.2119
F -6.5479 7.3845 -3.1044
H -2.7615 4.5199 -2.1874
H -1.6492 4.4828 -0.6936
H -2.1817 5.8990 -1.4709
H -3.6442 5.6766 0.6193
H -3.9445 4.0432 0.0931
C -0.9836 -0.4139 0.3007
C -0.0216 0.6065 0.8887
C 1.3695 0.7182 0.2320
O -0.3318 1.2883 1.8529
H -0.9877 -0.2854 -0.7817
H -1.9433 -0.3906 0.8169
H -0.6243 -1.3954 0.6101
H 1.8287 -0.2693 0.1887
H 2.0140 1.4436 0.7285
H 1.1982 1.0300 -0.7983
C 4.5975 5.9491 -2.0900
C 3.4223 5.4291 -2.9061
C 2.6596 6.3847 -3.7757
O 3.0175 4.2522 -2.7775
H 5.3885 6.2853 -2.7603
H 5.0300 5.1365 -1.5062
H 4.2170 6.7689 -1.4806
H 3.2954 6.5676 -4.6420
H 2.2549 7.3055 -3.3556
H 1.7969 5.8628 -4.1898
C 0.2238 6.6074 3.4140
C 1.5118 6.3095 2.6624
C 2.4576 5.3228 3.2901
O 1.7702 6.7802 1.5930
H -0.5065 7.1138 2.7829
H 0.4972 7.2794 4.2276
H -0.2159 5.7186 3.8663
H 2.8895 5.7302 4.2042
H 3.2310 5.0282 2.5807
H 1.8084 4.4956 3.5771

Cartesian forces (eV/Å) of the 6 atoms listed first:
C 0.76 -0.42 -0.04
C -0.78 0.44 0.90
O -0.09 -0.45 -0.22
C 0.86 3.67 0.58
O -0.78 -3.91 -0.56
C -1.09 0.93 0.15

Here is a structure of composition C45H64Cl3N2O4PSb2W from the OMol25 dataset. Energies are from wB97M-V/def2-TZVPD.

Properties
Spin multiplicity: 3
ΔE to the lowest compared entry with this formula, charge and spin (kJ/mol): 100.9
Net charge: +2
E_HOMO (alpha / beta) (Ha): -0.44664 / -0.45398
<S²>: 2.018

Element x y z (Å)
W -0.0033 -0.2233 -0.6854
C -3.7956 2.0421 0.0320
Sb -2.1149 2.2294 -1.2644
C -1.8736 4.3012 -0.8860
C -3.3425 2.5629 -3.0148
C -2.6112 3.3507 -4.0489
C -2.7559 4.7353 -4.1126
C -2.0784 5.4881 -5.0586
C -1.2491 4.8580 -5.9756
C -1.1111 3.4807 -5.9351
C -1.7752 2.7172 -4.9765
C -1.6340 1.2335 -4.9875
Sb -0.2137 0.2559 -3.6824
C 1.4666 0.7153 -4.9033
C -0.8588 -1.6063 -4.5063
H -4.2321 3.0395 0.0667
H -3.5244 1.7381 1.0381
H -4.5307 1.3523 -0.3731
H -2.8808 4.6948 -0.7516
H -1.4128 4.7891 -1.7353
H -1.2772 4.4798 0.0058
H -4.1870 3.1271 -2.6153
H -3.7248 1.6099 -3.3786
H -3.4312 5.2276 -3.4228
H -2.2143 6.5607 -5.0926
H -0.7291 5.4336 -6.7292
H -0.4943 2.9836 -6.6756
H -1.2192 0.8932 -5.9386
H -2.5812 0.7214 -4.8262
H 1.3574 0.1419 -5.8236
H 2.4161 0.4808 -4.4357
H 1.4344 1.7802 -5.1338
H -0.5101 -1.6385 -5.5386
H -1.9478 -1.6013 -4.4967
H -0.5100 -2.4879 -3.9828
C 2.4526 -3.1212 1.9558
C 1.2450 -2.7504 1.1514
O 0.9844 -1.5712 0.8325
N 0.4864 -3.7738 0.7514
C -0.5167 -3.5523 -0.2761
C 0.2201 -3.3068 -1.5636
C 0.5140 -4.3965 -2.3688
C 1.4563 -4.2849 -3.3756
C 2.1077 -3.0734 -3.5229
C 1.7395 -2.0180 -2.7163
N 0.8038 -2.1020 -1.7501
H 2.8086 -2.2837 2.5428
H 3.2400 -3.4161 1.2574
H 2.2449 -3.9663 2.6109
H 0.7566 -4.7107 1.0055
H -1.1119 -2.7194 0.0564
H -1.1691 -4.4153 -0.3601
H 0.0075 -5.3336 -2.1802
H 1.6792 -5.1251 -4.0195
H 2.8878 -2.9219 -4.2554
H 2.2541 -1.0770 -2.8154
O -0.3772 1.7387 0.8285
H 0.2181 2.4754 1.0315
H -0.8586 1.4809 1.6311
C 1.0231 6.2023 -0.3812
C 1.3281 5.5713 0.8173
C 1.6635 4.2246 0.8295
C 1.6323 3.4750 -0.3503
C 1.2721 4.1083 -1.5390
C 1.0022 5.4690 -1.5584
C 2.2645 2.1395 -0.4332
C 1.8925 0.8928 -0.8030
C 3.1474 0.1373 -1.1852
C 3.6755 -0.9316 -0.4656
C 4.8475 -1.5565 -0.8661
C 5.5244 -1.1268 -1.9997
C 5.0314 -0.0421 -2.7103
C 3.8631 0.5846 -2.2989
H 0.8176 7.2639 -0.3981
H 1.3427 6.1377 1.7392
H 1.9974 3.7623 1.7535
H 1.2716 3.5406 -2.4638
H 0.7754 5.9574 -2.4980
H 3.3417 2.2597 -0.3000
H 3.1739 -1.2512 0.4311
H 5.2470 -2.3770 -0.2821
H 6.4390 -1.6142 -2.3089
H 5.5649 0.3283 -3.5763
H 3.4906 1.4393 -2.8506
Cl -3.6956 -3.2281 0.5139
C -3.8415 -1.4769 0.2403
Cl -4.3811 -0.7243 1.7301
Cl -4.9474 -1.1825 -1.0988
C -2.4262 -0.9646 -0.1676
O -2.0217 -1.0608 -1.3493
O -1.6269 -0.4981 0.7022
C -0.6839 1.7020 6.0584
C -1.0103 1.0748 4.6967
C -1.8567 2.0582 3.8833
P 0.2839 0.2687 3.6084
C 0.5231 -1.3441 4.5012
C 0.7737 -1.3192 6.0067
C -0.6523 -2.2707 4.1666
C 1.9103 1.2058 3.7206
C 2.1193 2.2612 4.8010
C 3.1035 0.2536 3.6689
H -1.5710 1.6578 6.6934
H -0.4229 2.7544 5.9570
H 0.1237 1.2067 6.5886
H -1.6529 0.2076 4.8926
H -1.2804 2.9421 3.5890
H -2.6962 2.4250 4.4786
H -2.2932 1.5866 2.9964
H 1.4130 -1.7690 4.0291
H -0.1238 -1.0251 6.5517
H 1.5820 -0.6426 6.2860
H 1.0470 -2.3175 6.3566
H -1.5310 -2.0274 4.7671
H -0.3992 -3.3106 4.3876
H -0.9453 -2.1981 3.1151
H 1.9215 1.7289 2.7547
H 2.1896 1.8234 5.7966
H 1.3285 3.0082 4.8132
H 3.0606 2.7834 4.6112
H 3.2133 -0.3144 4.5939
H 4.0233 0.8222 3.5201
H 3.0147 -0.4386 2.8311

Cartesian forces (eV/Å) of the 6 atoms listed first:
W 0.91 0.50 -0.75
C 0.05 0.04 0.11
Sb -0.17 0.06 -0.31
C -0.01 -0.01 0.06
C -0.07 0.06 0.10
C -0.10 -0.04 -0.13

Here is a structure of composition C45H65CaN5O7P2SSi2 from the OMol25 dataset. Energies are from wB97M-V/def2-TZVPD.

Properties
Net charge: 0
E_HOMO (Ha): -0.24786

Element x y z (Å)
Ca 0.6670 -0.6428 -0.8654
C 2.9845 -2.2847 1.0018
O 2.0800 -2.7048 -0.0233
C 2.6454 -3.4756 -1.0726
C 2.8071 -2.6519 -2.3370
O 1.6282 -1.9295 -2.6557
C 0.6052 -2.5773 -3.3944
C -0.3184 -3.4401 -2.5565
O -0.6405 -2.7354 -1.3662
C -1.8894 -3.1451 -0.8190
H 3.4413 -1.3270 0.7552
H 3.7577 -3.0389 1.1641
H 2.3982 -2.1724 1.9119
H 1.9703 -4.3165 -1.2460
H 3.6153 -3.8867 -0.7763
H 3.0981 -3.2946 -3.1760
H 3.5756 -1.8923 -2.2055
H 1.0365 -3.1607 -4.2154
H 0.0354 -1.7565 -3.8207
H 0.1128 -4.4157 -2.3036
H -1.2254 -3.6239 -3.1443
H -2.6971 -2.9408 -1.5230
H -2.0536 -2.5634 0.0850
H -1.8723 -4.2106 -0.5715
C 5.4128 2.2301 -0.8102
Si 4.3733 0.7422 -1.3185
C 4.5659 0.4592 -3.1825
C 5.3823 -0.6606 -0.5253
N 2.7059 0.8080 -0.9375
P 1.8540 1.9973 -0.2289
C 0.2395 1.6059 -0.0342
P -1.0213 1.7546 -1.1106
N -1.0879 0.5324 -2.1976
Si -2.4220 0.2361 -3.2426
C -3.2102 1.7492 -4.0512
C -1.9541 -0.8186 -4.7459
C -3.8643 -0.6934 -2.4300
C -2.6423 1.6838 -0.2282
C -3.7555 2.4839 -0.4679
C -4.9591 2.2531 0.1892
C -5.0769 1.2202 1.1052
C -3.9781 0.4070 1.3510
C -2.7864 0.6390 0.6855
C -1.0963 3.3729 -1.9521
C -1.5444 4.5079 -1.2769
C -1.5967 5.7371 -1.9140
C -1.1542 5.8569 -3.2247
C -0.6489 4.7470 -3.8839
C -0.6255 3.5115 -3.2516
C 2.6533 2.2715 1.4031
C 3.3897 3.3964 1.7675
C 3.9971 3.4763 3.0156
C 3.8815 2.4355 3.9227
C 3.1637 1.3011 3.5684
C 2.5661 1.2241 2.3213
C 2.1568 3.5572 -1.1371
C 1.6754 4.7761 -0.6631
C 1.9179 5.9508 -1.3578
C 2.6273 5.9226 -2.5508
C 3.0620 4.7094 -3.0613
C 2.8163 3.5373 -2.3611
H 6.4219 2.0830 -1.2079
H 5.4960 2.2993 0.2771
H 5.0441 3.1848 -1.1823
H 5.5015 -0.0510 -3.4255
H 4.5547 1.3955 -3.7446
H 3.7362 -0.1457 -3.5583
H 5.0734 -1.6865 -0.7320
H 5.4568 -0.5434 0.5595
H 6.3926 -0.5459 -0.9292
H -2.5320 2.2938 -4.7059
H -3.6251 2.4589 -3.3368
H -4.0420 1.3836 -4.6626
H -1.0194 -0.4960 -5.2112
H -2.7453 -0.6960 -5.4900
H -1.8941 -1.8898 -4.5397
H -3.8265 -0.6408 -1.3402
H -3.8847 -1.7459 -2.7268
H -4.8177 -0.2585 -2.7388
H -3.7001 3.3031 -1.1718
H -5.8074 2.8928 -0.0200
H -6.0129 1.0506 1.6219
H -4.0505 -0.4098 2.0607
H -1.9447 -0.0183 0.8608
H -1.8615 4.4266 -0.2432
H -1.9706 6.6042 -1.3838
H -1.1847 6.8173 -3.7240
H -0.2706 4.8419 -4.8942
H -0.2495 2.6384 -3.7724
H 3.5230 4.2097 1.0694
H 4.5694 4.3588 3.2720
H 4.3503 2.5027 4.8960
H 3.0717 0.4757 4.2643
H 2.0199 0.3282 2.0477
H 1.1014 4.8022 0.2563
H 1.5416 6.8910 -0.9742
H 2.8184 6.8417 -3.0903
H 3.5885 4.6722 -4.0071
H 3.1419 2.5893 -2.7691
C -5.3275 -6.4149 5.1794
C -4.8293 -4.9795 5.0927
S -3.0615 -4.9595 4.8960
O -2.7328 -5.5025 3.5973
O -2.4534 -5.5358 6.0670
C -2.6520 -3.2255 4.8567
C -1.1278 -3.0896 4.7509
N -0.7366 -2.1079 3.7475
C -0.3008 -2.4097 2.5020
N -0.0578 -1.3169 1.7886
C -0.3176 -0.2510 2.6103
C -0.7351 -0.7237 3.8137
N -1.1730 0.0233 4.9436
O -1.6692 -0.5989 5.8786
O -1.0013 1.2202 4.9216
C -0.0832 -3.8054 2.0325
H -6.4108 -6.4128 5.2906
H -4.8921 -6.9244 6.0368
H -5.0766 -6.9687 4.2762
H -5.0442 -4.4164 6.0016
H -5.2478 -4.4492 4.2366
H -3.0412 -2.7399 5.7478
H -3.1419 -2.8044 3.9783
H -0.6853 -4.0343 4.4403
H -0.7001 -2.8206 5.7111
H -0.2126 0.7626 2.2400
H 0.7711 -4.2550 2.5453
H -0.9546 -4.4369 2.2100
H 0.1523 -3.7740 0.9736

Cartesian forces (eV/Å) of the 6 atoms listed first:
Ca 0.04 -0.07 0.05
C -0.04 0.01 0.11
O 0.11 0.13 -0.04
C -0.04 -0.06 -0.01
C 0.04 -0.05 -0.06
O 0.10 -0.05 0.01

Number 1: maximum force 0.12723 Eh/bohr. Number 2: maximum force 0.02478 Eh/bohr. Number 3: maximum force 0.00863 Eh/bohr.